(1)
73
Properties=species:S:1:pos:R:3 method="wB97M-V/def2-TZVPD" homo_ev=-10.507 multiplicity=1 total_charge=+1 de_lowest_kcal_mol=5.6
C 0.353 -0.993 4.180
C 1.544 -0.142 4.004
C 2.874 -0.529 4.040
C 3.877 0.509 4.050
C 3.495 1.950 4.077
C 5.210 0.173 4.080
C 5.634 -1.148 4.107
C 7.089 -1.460 4.117
C 4.678 -2.159 4.115
C 3.325 -1.900 4.084
C 2.401 -3.070 4.063
H -0.558 -0.395 4.255
H 0.223 -1.676 3.340
H 0.423 -1.568 5.104
H 1.349 0.909 3.876
H 4.369 2.598 4.164
H 2.966 2.235 3.166
H 2.849 2.164 4.930
H 5.950 0.952 4.094
H 7.268 -2.535 4.122
H 7.577 -1.045 3.235
H 7.569 -1.036 4.999
H 5.018 -3.178 4.138
H 2.946 -4.014 4.031
H 1.777 -3.099 4.956
H 1.762 -3.046 3.181
C -5.625 1.419 -1.008
C -4.597 2.339 -0.919
C -3.355 2.040 -1.444
C -3.137 0.820 -2.047
Si -1.453 0.390 -2.688
C -1.619 -0.614 -4.231
C -2.681 -0.428 -5.089
C -2.780 -1.192 -6.236
C -1.812 -2.135 -6.523
C -0.746 -2.313 -5.664
C -0.650 -1.551 -4.515
C -0.526 1.937 -3.083
C -0.644 2.525 -4.324
C 0.050 3.687 -4.603
C 0.856 4.257 -3.636
C 0.970 3.665 -2.394
C 0.277 2.501 -2.118
O -0.567 -0.490 -1.551
C -1.172 -0.767 -0.341
C -1.692 -1.959 0.024
C -2.355 -1.880 1.368
C -2.435 -0.374 1.690
C -1.373 0.244 0.765
C -4.159 -0.100 -2.135
C -5.405 0.200 -1.618
H -6.597 1.654 -0.604
H -4.764 3.289 -0.438
H -2.550 2.754 -1.383
H -3.433 0.309 -4.856
H -3.616 -1.055 -6.902
H -1.892 -2.734 -7.415
H 0.009 -3.050 -5.883
H 0.173 -1.681 -3.831
H -1.269 2.067 -5.073
H -0.034 4.142 -5.576
H 1.401 5.161 -3.855
H 1.605 4.103 -1.641
H 0.368 2.019 -1.157
H -1.680 -2.826 -0.613
H -3.340 -2.365 1.364
H -1.744 -2.403 2.115
H -3.433 0.013 1.445
H -2.262 -0.151 2.750
H -0.424 0.382 1.295
H -1.672 1.221 0.371
H -3.981 -1.049 -2.614
H -6.206 -0.518 -1.693

=====

(2)
89
Properties=species:S:1:pos:R:3 method="wB97M-V/def2-TZVPD" homo_ev=-7.974 multiplicity=1 de_lowest_kcal_mol=20.4
Hf 0.374 0.148 -0.453
C 0.009 -3.164 4.808
C 0.948 -1.937 4.661
N 1.740 -1.768 3.461
C 1.367 -1.587 2.168
S -0.193 -0.841 1.904
N 2.264 -1.966 1.238
N 1.732 -1.731 -0.040
C 2.324 -2.269 -1.026
C 3.348 -3.330 -0.806
C 1.830 -1.957 -2.387
C 2.470 -2.499 -3.497
C 2.007 -2.059 -4.730
C 1.035 -1.137 -4.780
C 0.568 -0.482 -3.641
N 0.897 -0.946 -2.448
H -0.406 -3.139 5.840
H -0.844 -3.114 4.113
H 0.489 -4.138 4.755
H 0.398 -1.049 4.709
H 1.605 -1.941 5.567
H 2.665 -2.135 3.406
H 2.888 -4.338 -0.920
H 4.143 -3.227 -1.593
H 3.699 -3.339 0.235
H 3.222 -3.207 -3.413
H 2.452 -2.532 -5.620
H 0.595 -0.920 -5.747
H -0.083 0.406 -3.601
C -0.148 2.479 3.034
C -0.412 2.940 1.666
N -0.286 2.268 0.526
C -0.600 3.136 -0.490
C -0.942 4.374 0.063
N -0.809 4.209 1.419
C -1.367 5.647 -0.493
O -1.691 5.711 -1.789
O -1.489 6.625 0.283
C -0.459 2.736 -1.890
O -0.652 3.575 -2.749
O -0.111 1.527 -2.006
H -0.900 1.655 3.268
H -0.313 3.298 3.879
H 0.841 2.073 3.070
H -0.737 4.950 2.125
H -1.317 4.897 -2.249
C -3.816 1.965 1.323
C -3.323 1.184 0.074
C -3.862 1.807 -1.255
C -3.677 -0.278 0.101
C -5.010 -0.738 0.354
C -5.321 -2.054 0.208
C -4.319 -2.920 -0.295
C -3.081 -2.513 -0.701
C -2.138 -3.515 -1.233
C -1.680 -3.172 -2.652
C -0.988 -3.756 -0.224
C -2.729 -1.130 -0.446
O -1.420 -0.745 -0.701
H -3.835 3.057 1.180
H -3.116 1.775 2.111
H -4.868 1.728 1.619
H -2.270 1.299 0.070
H -4.961 1.980 -1.277
H -3.687 1.004 -1.999
H -3.336 2.620 -1.590
H -5.793 -0.086 0.645
H -6.336 -2.379 0.447
H -4.588 -3.989 -0.357
H -2.708 -4.369 -1.379
H -1.234 -2.170 -2.629
H -2.469 -3.263 -3.380
H -0.962 -3.989 -2.998
H -0.355 -2.868 -0.170
H -0.379 -4.601 -0.482
H -1.414 -3.999 0.751
Br 6.515 3.625 3.154
C 5.801 3.075 1.475
C 6.429 3.506 0.310
N 5.965 3.201 -0.910
C 4.838 2.487 -0.962
C 4.124 2.054 0.175
C 4.661 2.290 1.463
C 2.868 1.277 -0.086
O 2.523 0.960 -1.238
O 2.065 1.093 0.890
H 7.262 4.155 0.390
H 4.374 2.390 -1.957
H 4.103 2.101 2.351

=====

(3)
86
Properties=species:S:1:pos:R:3 method="wB97M-V/def2-TZVPD" homo_ev="-12.004 / -11.831" multiplicity=1 total_charge=+2 de_lowest_kcal_mol=74.2
Sn -1.311 0.588 0.297
N -2.534 -0.173 2.166
C -3.125 -1.538 2.336
C -4.141 -1.885 1.253
C -3.516 -2.372 -0.043
N -2.941 -1.249 -0.809
H -1.903 0.016 2.942
H -3.280 0.513 2.262
H -3.601 -1.589 3.316
H -2.312 -2.260 2.322
H -4.788 -1.020 1.062
H -4.790 -2.674 1.633
H -4.256 -2.914 -0.637
H -2.706 -3.057 0.188
H -3.690 -0.720 -1.237
H -2.361 -1.606 -1.561
C 3.313 -5.251 0.996
C 3.856 -4.282 2.044
C 5.350 -4.064 1.828
C 3.576 -4.770 3.464
C 3.669 -1.665 1.829
C 4.645 -0.911 2.462
C 4.284 0.390 2.752
C 2.947 0.850 2.516
S 2.317 2.393 2.945
C 0.793 1.956 2.285
N 0.747 0.744 1.775
C 1.954 0.121 1.902
C 2.373 -1.154 1.288
C -0.316 2.898 2.184
C -0.238 4.139 2.821
C -1.227 5.083 2.632
C -2.288 4.797 1.786
C -2.368 3.562 1.147
C -1.404 2.589 1.365
H 3.910 -6.161 1.031
H 3.395 -4.832 -0.009
H 2.280 -5.533 1.186
H 5.841 -5.035 1.813
H 5.796 -3.486 2.638
H 5.551 -3.567 0.877
H 4.072 -5.728 3.611
H 2.509 -4.913 3.633
H 3.963 -4.067 4.203
H 5.587 -1.313 2.806
H 4.992 1.043 3.244
H 2.410 -1.032 0.194
H 0.608 4.372 3.458
H -1.165 6.042 3.129
H -3.061 5.536 1.620
H -3.198 3.389 0.487
Br -7.161 3.104 -3.433
C -5.717 2.496 -2.411
C -4.462 2.365 -2.983
C -3.428 1.902 -2.188
N -3.580 1.584 -0.898
C -4.798 1.727 -0.364
C -5.896 2.173 -1.074
H -4.293 2.616 -4.020
H -2.430 1.782 -2.598
H -4.901 1.486 0.689
H -6.861 2.270 -0.597
O -0.081 -1.459 0.234
N -0.368 -2.551 0.845
C 0.654 -3.159 1.448
C 1.921 -2.574 1.535
N 3.180 -2.957 1.860
C 0.320 -4.389 2.112
N 0.044 -5.353 2.673
C 3.197 4.024 -5.068
C 2.163 3.026 -4.670
C 1.410 2.286 -5.534
C 0.473 1.386 -4.998
N 0.301 1.228 -3.690
C 1.047 1.940 -2.842
S 0.945 1.813 -1.151
N 1.954 2.833 -3.347
C -0.389 0.557 -5.893
H 3.311 4.047 -6.148
H 4.160 3.775 -4.619
H 2.916 5.022 -4.726
H 1.532 2.397 -6.601
H 2.487 3.363 -2.669
H -0.091 0.638 -6.935
H -1.426 0.883 -5.797
H -0.349 -0.485 -5.577

=====

(4)
92
Properties=species:S:1:pos:R:3 method="wB97M-V/def2-TZVPD" homo_ev="-4.745 / -4.745" multiplicity=7 s2=12.03
Eu 0.728 0.741 -0.275
C 1.400 2.603 4.464
N 0.264 3.027 3.637
C -0.356 4.193 4.280
C -0.146 2.348 2.541
O 0.304 1.219 2.232
C -1.160 2.907 1.561
O -0.538 2.912 0.238
C 0.206 4.154 -0.196
C 1.653 3.801 -0.170
O 2.059 2.667 -0.579
N 2.551 4.755 0.039
C 2.293 6.082 0.585
C 3.920 4.508 -0.487
H 2.175 3.427 4.509
H 1.904 1.715 4.036
H 1.071 2.365 5.506
H -0.287 4.037 5.357
H -1.380 4.410 3.923
H 0.253 5.068 4.130
H -1.547 3.879 1.812
H -2.023 2.225 1.417
H -0.019 5.009 0.435
H -0.095 4.374 -1.251
H 1.209 6.182 0.723
H 2.614 6.763 -0.219
H 2.885 6.314 1.518
H 4.214 3.496 -0.139
H 4.627 5.294 -0.127
H 3.908 4.406 -1.596
Cl 7.659 -0.367 -1.225
C 6.043 -0.789 -0.820
C 5.735 -1.549 0.329
Cl 7.005 -2.169 1.367
C 4.412 -1.804 0.745
Cl 3.982 -2.626 2.140
C 3.385 -1.169 0.025
O 2.228 -0.910 0.484
C 3.641 -0.530 -1.299
O 2.641 0.021 -1.876
C 5.034 -0.381 -1.708
Cl 5.390 0.501 -3.176
N 1.396 1.605 -3.955
C 0.120 1.797 -3.642
N -0.504 1.163 -2.653
C -1.878 1.371 -2.777
C -2.242 2.391 -3.644
S -0.933 2.941 -4.572
C -2.843 0.415 -2.245
C -3.945 -0.075 -3.133
S -5.437 0.529 -2.333
C -2.966 -1.437 -0.894
N -2.552 -0.180 -1.105
N -2.968 -1.762 0.387
H 2.028 1.026 -3.359
H 1.738 1.790 -4.901
H -3.224 2.840 -3.820
H -3.942 0.538 -4.030
H -2.578 -1.144 1.097
H -3.413 -2.573 0.759
N -0.050 -2.951 -0.632
C -0.889 -4.047 -0.346
C -0.609 -4.973 0.687
C -1.067 -6.276 0.589
C -1.892 -6.678 -0.460
C -2.383 -5.696 -1.317
C -1.970 -4.404 -1.230
C -2.342 -3.411 -2.310
C -3.381 -2.354 -2.047
C -3.774 -1.589 -3.364
C -2.862 -1.752 -4.584
C -1.923 -2.742 -4.587
C -1.671 -3.550 -3.471
H 0.688 -2.728 0.033
H 0.422 -3.157 -1.518
H 0.011 -4.733 1.522
H -0.735 -6.992 1.350
H -2.127 -7.741 -0.549
H -3.159 -5.992 -2.049
H -4.322 -2.849 -1.671
H -4.786 -1.947 -3.599
H -3.006 -1.158 -5.521
H -1.378 -2.922 -5.492
C -2.705 -3.511 5.172
Te -1.852 -1.501 5.444
C -0.093 -1.771 4.268
H -3.293 -3.544 4.241
H -3.350 -3.719 6.046
H -1.862 -4.175 5.120
H 0.653 -2.336 4.895
H 0.328 -0.812 3.961
H -0.326 -2.340 3.348